[1]
11
Properties=species:S:1:pos:R:3 method="wB97M-V/def2-TZVPD" spin_multiplicity=1 e_homo_ev=-14.347 total_charge=+1 smiles=N#[N+]c1ccc[nH]1 e_above_lowest_kj_mol=145.75 orbital_gap_ha=0.295
C -1.214 0.037 0.967
C -1.113 0.299 -0.378
C 0.040 -0.261 1.457
C 0.173 0.140 -0.647
N 1.916 0.121 -2.893
N 1.052 0.223 -2.239
N 0.942 -0.276 0.365
H -2.166 0.309 1.404
H -1.889 0.532 -1.119
H 0.389 -0.476 2.464
H 1.870 -0.648 0.619


[2]
122
Properties=species:S:1:pos:R:3 method="wB97M-V/def2-TZVPD" spin_multiplicity=1 e_homo_ev=-8.461 total_charge=0 smiles="O=S1(=O)OCCO1.CNC(C)=O.CNC(C)=O.CNC(C)=O.CNC(C)=O.CNC(C)=O.CNC(C)=O.C1CCOC1.C1CCOC1.C1CCOC1" e_above_lowest_kj_mol=0.00 orbital_gap_ha=0.311
C 1.236 -1.718 -0.490
C 0.201 -0.652 -0.673
O 0.263 0.187 -1.569
N -0.863 -0.718 0.151
C -1.916 0.237 -0.043
H 1.259 -2.129 0.517
H 2.218 -1.397 -0.819
H 0.899 -2.578 -1.083
H -1.006 -1.515 0.760
H -2.305 0.255 -1.065
H -1.522 1.250 0.104
H -2.715 0.136 0.687
C 0.998 -1.628 3.246
C 1.832 -2.077 4.444
O 1.356 -2.784 5.319
N 3.133 -1.693 4.425
C 4.020 -1.993 5.511
H 0.308 -0.882 3.639
H 0.467 -2.500 2.875
H 1.700 -1.176 2.544
H 3.386 -0.971 3.760
H 3.436 -2.443 6.312
H 4.563 -1.101 5.823
H 4.771 -2.751 5.250
C 4.226 4.330 -2.406
C 4.071 2.847 -2.124
O 4.603 2.337 -1.149
N 3.339 2.134 -3.002
C 3.225 0.695 -3.031
H 3.757 4.611 -3.349
H 5.286 4.564 -2.444
H 3.756 4.877 -1.590
H 2.795 2.643 -3.677
H 3.658 0.330 -3.967
H 2.163 0.436 -3.057
H 3.650 0.140 -2.204
C -0.646 -5.871 0.960
C -1.496 -4.624 0.972
O -1.157 -3.641 1.619
N -2.616 -4.665 0.216
C -3.576 -3.592 0.141
H -0.930 -6.560 0.163
H -0.695 -6.363 1.928
H 0.385 -5.570 0.772
H -2.799 -5.504 -0.306
H -4.508 -3.887 0.621
H -3.729 -3.207 -0.868
H -3.176 -2.730 0.676
C 2.849 1.536 1.439
C 4.140 1.134 2.109
O 4.120 0.571 3.209
N 5.260 1.452 1.462
C 6.583 1.130 1.983
H 2.920 2.552 1.041
H 2.013 1.559 2.134
H 2.628 0.851 0.618
H 5.169 1.906 0.558
H 6.446 0.585 2.912
H 7.142 2.052 2.105
H 7.079 0.425 1.314
C -6.119 -0.163 -0.520
C -6.118 -0.469 -1.996
O -5.694 -1.510 -2.464
N -6.649 0.498 -2.790
C -6.787 0.362 -4.224
H -6.854 0.624 -0.311
H -5.174 0.267 -0.189
H -6.414 -1.020 0.076
H -6.945 1.363 -2.375
H -7.631 -0.268 -4.493
H -5.856 0.025 -4.682
H -6.894 1.354 -4.669
C -1.403 2.806 2.417
C -1.489 3.888 3.483
O -1.179 3.242 4.719
S -1.548 1.691 4.674
O -2.808 1.473 5.253
O -0.424 0.957 5.079
O -1.681 1.585 3.091
H -0.477 2.772 1.837
H -2.174 2.911 1.650
H -2.507 4.278 3.528
H -0.760 4.675 3.319
C 4.456 -4.011 2.124
C 4.218 -4.929 3.337
C 3.330 -6.040 2.750
O 2.800 -5.550 1.532
C 3.157 -4.175 1.361
H 5.280 -4.413 1.534
H 4.648 -2.992 2.458
H 3.695 -4.427 4.147
H 5.199 -5.260 3.677
H 2.525 -6.245 3.461
H 3.899 -6.953 2.569
H 2.367 -3.529 1.753
H 3.270 -4.042 0.284
C -3.041 3.993 -1.799
C -3.006 5.335 -1.062
C -4.031 5.112 0.044
O -4.927 4.119 -0.445
C -4.496 3.608 -1.715
H -2.371 3.208 -1.439
H -2.626 4.205 -2.790
H -3.316 6.117 -1.760
H -2.035 5.664 -0.690
H -4.633 5.994 0.267
H -3.465 4.805 0.930
H -5.087 4.004 -2.543
H -4.570 2.520 -1.666
C -0.678 0.231 -4.817
C 0.176 1.483 -5.080
C -0.587 2.259 -6.153
O -1.542 1.393 -6.745
C -1.657 0.179 -5.998
H -1.240 0.295 -3.890
H -0.057 -0.661 -4.827
H 1.188 1.197 -5.367
H 0.258 2.128 -4.202
H 0.054 2.661 -6.945
H -1.098 3.138 -5.737
H -1.436 -0.627 -6.704
H -2.689 0.020 -5.673


[3]
17
Properties=species:S:1:pos:R:3 method="wB97M-V/def2-TZVPD" spin_multiplicity=1 e_homo_ev=-2.635 total_charge=-1 smiles=[O-]CNCCCO e_above_lowest_kj_mol=261.40 orbital_gap_ha=0.243
C -0.045 -0.207 1.060
C 0.183 -1.283 0.007
C 1.375 -1.105 -0.916
O 1.601 0.176 -1.464
N -0.065 1.111 0.457
C -1.464 1.459 0.009
O -2.398 1.237 0.911
H -1.016 -0.323 1.590
H 0.684 -0.269 1.859
H 0.367 -2.244 0.492
H -0.702 -1.418 -0.623
H 2.317 -1.358 -0.407
H 1.243 -1.801 -1.761
H 0.886 0.733 -1.090
H 0.087 1.846 1.131
H -1.367 2.511 -0.311
H -1.688 0.936 -0.946


[4]
120
Properties=species:S:1:pos:R:3 method="wB97M-V/def2-TZVPD" spin_multiplicity=1 e_homo_ev=-10.550 total_charge=0 e_above_lowest_kj_mol=777.81 orbital_gap_ha=0.369
H 5.739 -2.335 2.475
H 4.350 -1.716 2.643
O 4.867 -2.501 2.849
H 2.696 -2.263 5.576
H 2.191 -2.469 4.198
O 2.430 -1.753 4.803
H 3.434 0.629 -1.559
H 2.774 -0.250 -2.577
O 2.879 0.678 -2.349
H -5.029 -3.741 1.984
H -4.997 -3.471 0.328
O -4.955 -3.163 1.230
H -1.784 -2.176 -0.857
H -1.616 -0.694 -0.251
O -1.220 -1.582 -0.332
H -1.483 0.982 2.850
O -0.761 1.298 3.419
H -1.682 -2.766 1.131
O -1.324 -3.659 1.288
H 3.905 3.691 0.784
H 4.340 2.325 0.197
O 3.668 3.009 0.150
H -3.196 -0.827 3.774
H -1.935 -1.562 4.210
O -2.313 -1.069 3.474
H 4.520 1.963 -3.340
H 5.269 2.485 -2.067
O 5.003 2.700 -2.961
H 2.069 0.821 -5.500
H 3.601 0.972 -4.989
O 2.691 0.778 -4.773
H -0.497 2.801 -3.529
O -1.420 2.512 -3.458
H 0.592 2.192 4.438
H 1.884 2.263 4.993
O 1.259 2.880 4.581
H 4.885 -4.775 -2.059
H 3.503 -4.452 -1.504
O 3.950 -4.842 -2.269
H 0.997 -2.174 -0.599
H 2.551 -2.567 -0.930
O 1.886 -1.873 -0.793
H 1.663 4.814 -0.240
H 0.839 5.054 0.939
O 1.514 5.507 0.425
H -0.329 -0.143 -1.654
H 0.902 0.388 -1.171
O 0.376 0.427 -1.988
H -0.617 -6.189 0.722
H 0.634 -6.899 1.347
O -0.276 -6.646 1.486
H -0.702 -1.231 -4.344
O -0.656 -1.535 -3.435
H -5.359 -0.816 1.431
H -5.691 -0.523 2.859
O -5.930 -0.261 1.976
H -3.579 2.233 4.363
O -4.193 1.500 4.168
H -1.150 4.364 2.762
H -1.544 5.807 2.451
O -1.626 4.909 2.121
H 3.631 0.902 2.659
H 3.121 2.340 2.673
O 3.908 1.807 2.826
H 6.472 -1.006 -1.766
H 5.091 -0.153 -1.787
O 5.850 -0.452 -1.298
H -4.965 1.828 -3.842
H -3.658 1.539 -4.414
O -4.486 1.069 -4.208
H 0.539 2.142 -1.427
H 1.463 2.855 -2.373
O 0.684 3.015 -1.826
H 0.083 -3.427 -1.394
H -0.816 -4.186 -0.164
O -0.085 -4.172 -0.823
H 2.329 -0.279 0.061
H 1.052 -0.552 0.852
O 1.835 -0.001 0.865
H -4.036 2.868 -0.680
H -4.072 4.358 -0.839
O -3.493 3.605 -0.985
H -1.478 0.427 -5.383
H -1.303 2.032 -5.525
O -1.710 1.230 -5.846
H -4.565 4.096 3.649
H -3.136 4.212 2.853
O -3.670 3.771 3.549
H -1.875 4.630 4.839
O -0.958 4.794 4.577
H 4.994 -2.131 -4.341
H 4.119 -0.994 -3.669
O 4.992 -1.243 -3.976
H -0.653 -0.706 -2.919
H -0.082 1.571 2.784
H -5.076 1.726 3.907
H -1.152 -3.903 2.201
H -1.429 2.568 -2.492
H -0.492 4.076 5.026
O 0.589 -2.840 3.408
H 0.351 -1.911 3.525
H 0.812 -2.919 2.472
O -3.580 -2.281 -2.335
H -4.492 -1.958 -2.396
H -3.774 -3.218 -2.479
O -1.173 1.150 0.076
H -1.917 1.751 0.215
H -0.807 0.947 0.936
O 3.332 -3.751 0.255
H 3.654 -3.634 1.160
H 2.454 -4.147 0.370
O -4.756 0.476 -1.270
H -4.740 0.808 -2.181
H -4.131 -0.248 -1.259
O -3.322 1.126 1.493
H -3.736 1.457 2.309
H -3.725 0.250 1.479
O 1.077 -3.049 -5.395
H 1.299 -2.672 -4.545
H 1.617 -2.650 -6.079


[5]
52
Properties=species:S:1:pos:R:3 method="wB97M-V/def2-TZVPD" spin_multiplicity=1 e_homo_ev=-11.234 total_charge=+1 e_above_lowest_kj_mol=288.38 orbital_gap_ha=0.313
C -0.488 -0.439 -3.298
C 0.246 -1.366 -2.279
C 0.453 -0.718 -0.952
C -0.297 -0.793 0.143
N -0.454 -0.123 1.294
N 1.658 0.157 -0.771
N 0.420 0.503 -3.953
H -1.088 0.027 -2.475
H -1.076 -0.968 -4.072
H 1.101 -1.764 -2.807
H -0.275 -2.276 -2.004
H -1.229 -1.474 0.022
H 0.281 0.411 1.734
H -1.232 -0.161 1.947
H 1.402 0.874 -0.089
H 1.696 0.547 -1.756
H 2.553 -0.349 -0.635
H 1.034 0.158 -4.657
H -0.031 1.365 -4.221
H -4.075 2.754 0.785
H -3.248 1.788 0.041
O -3.215 2.704 0.346
H -0.246 -3.744 2.807
H 0.891 -3.150 2.170
O 0.273 -3.905 2.011
H 1.237 -2.477 4.170
H 2.123 -2.301 3.037
O 1.366 -1.835 3.460
H 1.905 3.297 1.351
H 1.480 2.584 2.650
O 1.404 2.546 1.690
H -3.653 -0.747 1.668
H -3.770 -0.896 0.085
O -3.857 -0.296 0.834
H 2.616 -3.327 0.840
H 3.247 -1.899 1.153
O 2.971 -2.740 1.520
H 2.418 0.647 4.388
H 3.460 1.217 3.361
O 2.528 1.039 3.515
H -2.878 -3.457 0.631
H -1.746 -3.214 1.286
O -2.369 -2.637 0.765
H 0.686 2.369 -2.361
H 1.914 3.174 -1.794
O 1.655 2.422 -2.327
H -2.575 2.656 -2.322
H -2.267 1.549 -3.183
O -1.788 2.145 -2.575
H -0.169 3.225 0.336
H -0.961 3.404 -0.924
O -0.033 3.494 -0.584